Computed, not measured: 9 unconnected molecules or ions with the total composition C3H23NO10 in a non-equilibrium geometry, with ωB97M-V/def2-TZVPD.

Last column: Löwdin charge in e.
Geometry (Å):
O: 3.3033 -0.1593 0.6106  -0.086
C: -1.1036 -0.1587 -1.7033  -0.187
H: 1.7490 -0.1163 -2.3669  0.044
H: 1.0960 -0.7531 3.3491  0.043
O: -0.0770 -3.3530 -0.4286  -0.098
H: 0.7400 3.0080 -0.4606  0.103
H: 2.3968 -1.4155 -2.6663  0.046
O: 2.5189 -2.3607 -0.4182  -0.090
O: -3.6391 1.3103 1.6798  -0.054
O: 2.4497 2.5638 1.0009  -0.057
H: -0.2969 -0.0169 0.1627  0.075
H: -2.5857 1.5030 -2.0079  0.121
H: -1.7979 -0.8505 -2.1784  0.121
O: -3.3508 -1.4399 1.7001  -0.096
H: 2.0927 1.9252 1.6509  0.033
H: -3.6713 2.0602 2.2931  0.071
H: -3.4130 -1.5529 2.6601  0.038
O: 1.5892 -0.9188 -2.8887  -0.069
O: 0.0788 2.9206 -1.1813  0.095
C: -1.0448 2.2701 -0.8052  -0.521
O: 1.2092 0.0177 2.7814  -0.061
H: -0.6619 -3.6437 0.2992  0.058
H: 1.4640 -0.4016 1.9457  0.006
H: -1.9148 -0.5241 0.1263  0.049
H: -3.6013 -0.4810 1.6509  -0.003
H: 2.9957 3.2579 1.3867  0.051
H: -0.3952 -2.4212 -0.5368  0.003
H: 1.5899 -2.3244 -0.7361  0.019
C: -1.5019 1.3888 -1.9190  -0.063
H: -0.1326 -0.1850 -2.2132  0.065
H: -0.9927 1.6539 -2.8405  0.112
H: 2.5392 -3.3074 -0.1871  0.068
H: 3.6164 -1.0425 0.3295  0.023
O: -1.4455 2.3270 0.3267  0.093
H: 4.0583 0.4113 0.7371  0.031
H: -2.8552 1.3775 1.1431  -0.012
N: -1.0060 -0.5689 -0.2954  0.030

Computed properties:
SMILES: NCCC(=O)O.O.O.O.O.O.O.O.O
charge: 0
gap between HOMO and LUMO: 10.06 eV
2S+1: 1
total energy: -25450.05152 eV

***

Computed, not measured: C5H8O2 in the gas phase, with ωB97M-V/def2-TZVPD.

Last column: Löwdin charge in e.
Geometry (Å):
O: -1.2173 0.6991 0.8749  -0.146
C: -0.1691 0.7308 -1.5224  -0.005
C: -1.2474 -0.8329 1.0288  -0.057
O: 1.2201 -1.1353 1.1347  -0.064
H: -0.0953 -2.2017 -0.2160  0.162
H: 2.3804 0.2273 -0.0114  0.137
C: -0.0104 -1.2608 0.3331  -0.328
H: -1.0785 0.2927 -1.9396  0.099
C: 1.4547 0.1593 0.5801  -0.129
H: -1.0854 1.0415 1.7685  0.096
H: -0.3559 1.7852 -1.2971  0.099
H: 0.6383 0.6715 -2.2632  0.103
H: -2.1567 -1.1554 0.5099  0.065
H: 1.4563 0.9595 1.3313  0.134
C: 0.2662 0.0192 -0.3115  -0.166

Computed properties:
charge: 0
gap between HOMO and LUMO (alpha / beta): 7.30 / 6.49 eV
2S+1: 1
total energy: -9403.48820 eV

***

Computed, not measured: 2 unconnected molecules or ions with the total composition C23H36ClSi in a non-equilibrium geometry, with ωB97M-V/def2-TZVPD.

Last column: Löwdin charge in e.
Geometry (Å):
H: 0.3390 3.1590 6.7538  0.119
C: 0.6205 0.7923 2.7648  -0.357
H: 0.1490 -0.8235 4.0844  0.083
H: -1.5446 1.8834 -0.4571  0.062
C: -0.8450 1.0070 2.5673  -0.187
C: 2.7561 5.6183 3.2865  -0.125
H: 0.5344 6.1449 3.1396  0.134
H: 4.1462 5.1379 4.9322  0.149
C: 1.3029 5.5815 3.6446  0.044
C: 3.6558 2.4877 6.3499  0.017
H: -3.1293 2.7306 1.3177  0.060
Si: -1.6010 0.0423 1.1183  0.636
C: 1.0794 4.7231 4.6700  0.003
C: 3.4183 4.6374 4.2813  -0.090
C: 1.4388 1.7049 7.8381  -0.067
C: 2.2775 4.0971 5.1066  -0.065
H: -1.0640 2.0656 2.4230  0.065
H: 0.6460 -0.8611 0.8314  0.055
C: -3.6063 -1.9414 0.6244  -0.158
H: 3.2073 0.2197 1.8755  0.089
H: 0.1084 4.5243 5.0871  0.122
C: -2.3704 1.2690 -0.0896  -0.316
C: 1.1536 2.6572 1.2331  -0.048
C: 1.2962 2.6877 6.8954  0.028
H: -4.0595 -1.2995 -0.1352  0.067
C: 3.7860 1.5032 7.2890  -0.068
H: 1.6538 0.0039 4.4660  0.073
H: -4.3946 -2.5970 1.0060  0.073
C: 1.5400 1.5301 2.1267  -0.333
H: 0.6028 1.3852 8.4381  0.119
H: 0.7586 -1.2373 -1.6554  0.073
H: -2.4940 -1.7728 2.4752  0.073
H: 3.3300 1.2853 3.2810  0.063
C: -0.0312 -0.6302 -1.2036  -0.159
H: -0.5680 -2.0288 0.3564  0.073
H: -2.8806 -2.5763 0.1104  0.065
C: -0.2683 -0.9829 0.2463  -0.286
H: -1.3935 0.6963 3.4590  0.081
C: 2.6805 1.0972 8.0385  -0.625
H: -3.8880 2.8108 -0.2664  0.072
H: -2.7250 0.6676 -0.9309  0.073
Cl: 2.8454 -0.1513 9.2006  0.777
H: 0.5747 3.4109 1.7672  0.067
H: -3.6880 -0.5029 2.2401  0.070
H: 3.1592 6.6365 3.3854  0.138
H: 3.9422 3.8203 3.7710  0.130
C: 1.0228 -0.3397 3.6460  -0.046
C: 2.4025 3.1084 6.1108  -0.159
H: 2.9096 5.3055 2.2440  0.130
H: -4.3062 1.5168 0.8483  0.067
H: 2.0321 3.1561 0.8222  0.073
H: 4.7320 1.0200 7.4606  0.119
C: -3.4780 2.1247 0.4790  -0.158
H: 3.5945 1.9188 1.6595  0.074
H: 0.2610 0.4164 -1.3175  0.059
C: -2.9552 -1.1276 1.7220  -0.318
H: 0.5603 2.3026 0.3918  0.069
H: 4.5113 2.7941 5.7746  0.122
H: -0.9338 -0.7789 -1.8003  0.070
H: 1.5699 -1.0992 3.0868  0.088
C: 2.9929 1.2226 2.2460  -0.058

Computed properties:
charge: +1
gap between HOMO and LUMO: 4.94 eV
2S+1: 1
total energy: -44828.76091 eV

***

Computed, not measured: a molecular structure, C33H30MoN4O3S2, with ωB97M-V/def2-TZVPD.

Last column: Löwdin charge in e.
Geometry (Å):
C: -0.6390 2.8203 2.4815  -0.078
H: -1.1924 3.7507 2.3465  0.145
H: 0.0356 4.1248 -0.1587  0.158
H: 1.4963 -2.4908 1.3228  0.091
C: 2.4846 3.2659 5.3753  -0.054
H: 6.6891 3.1410 -2.1706  0.118
H: 0.1877 -8.0298 -0.8945  0.125
C: -7.9196 0.5318 -2.0224  -0.047
C: 2.2366 1.7972 -2.3738  -0.078
H: 7.3705 1.0672 -1.0172  0.117
C: 2.2242 2.0181 4.8209  -0.057
C: -2.5521 -4.3895 -1.2901  0.004
H: -6.8648 2.2942 -1.4074  0.112
C: -5.5374 -0.8113 -1.6046  -0.163
N: -2.8022 -3.1237 -1.2573  -0.093
C: 4.6260 2.5738 -2.2978  -0.035
C: -0.2132 -4.2184 -0.4608  -0.177
C: -6.6616 -1.5130 -2.0469  -0.009
C: -7.8487 -0.8374 -2.2536  -0.048
C: -5.6087 0.5615 -1.3735  -0.021
C: 0.4446 1.1829 -0.8018  -0.572
C: 5.9542 2.3822 -1.9399  -0.048
C: -1.1465 -6.3600 -1.1005  0.000
H: -3.3602 -5.0491 -1.5944  0.151
C: 0.7162 4.2229 4.0613  -0.040
H: 1.9234 5.3347 5.4397  0.117
H: 2.6201 2.5748 0.4853  0.159
C: 1.7300 4.3661 4.9996  -0.051
C: 2.2081 -2.8222 0.5653  -0.048
H: -1.9766 -6.9470 -1.4699  0.129
C: -6.8024 1.2294 -1.5843  -0.057
C: -0.1804 1.3543 0.5609  -0.580
C: 1.8933 3.0100 -0.2038  -0.057
S: -1.0117 0.0162 1.2383  0.736
C: 1.1069 -6.2005 -0.3061  0.052
S: -0.1859 -0.0332 -1.8442  0.746
H: 1.0352 4.2606 1.3052  0.141
C: 6.3358 1.2165 -1.2943  -0.052
Mo: -1.5292 -1.4685 -0.5492  1.233
C: -1.2867 -4.9866 -0.9476  -0.137
O: -0.4005 -2.8704 -0.3163  -0.331
H: -4.7365 1.1007 -1.0310  0.109
H: 3.2200 -2.6633 0.9271  0.104
C: 5.3948 0.2319 -1.0148  -0.055
C: 0.0625 -6.9629 -0.7784  -0.026
H: 2.0850 2.7068 -2.9562  0.148
H: -8.8519 1.0555 -2.1848  0.117
H: 2.4008 3.7681 -0.7960  0.148
C: -4.2917 -1.5333 -1.3880  -0.337
N: 1.4327 1.9576 -1.1287  -0.049
H: -8.7222 -1.3756 -2.5945  0.116
C: 1.0026 -4.8111 -0.1330  -0.194
H: 3.3399 -0.3581 -1.1820  0.099
C: 4.0718 0.4197 -1.3768  -0.036
O: -3.2307 -0.8064 -0.9064  -0.304
H: 1.8247 0.9585 -2.9278  0.085
H: 2.8039 1.1584 5.1285  0.114
H: 2.0545 -6.6529 -0.0447  0.140
H: 4.3318 3.4799 -2.8155  0.121
H: 0.1167 5.0815 3.7802  0.121
H: 3.2714 3.3760 6.1091  0.117
N: -0.0500 2.5004 1.1537  -0.052
C: 3.6828 1.5948 -2.0160  -0.239
H: 5.7004 -0.6851 -0.5291  0.112
O: 2.1139 -4.2238 0.3434  -0.033
C: 0.4534 2.9772 3.5048  -0.234
N: -4.1076 -2.7791 -1.5956  0.116
C: 1.2096 1.8723 3.8900  -0.038
H: 2.0586 -2.2656 -0.3621  0.075
H: -1.3423 2.0306 2.7314  0.094
C: 0.7072 3.5876 0.5155  -0.058
H: 0.9914 0.8917 3.4797  0.101
H: -6.5961 -2.5776 -2.2230  0.118

Computed properties:
charge: +2
gap between HOMO and LUMO: 5.96 eV
2S+1: 1
total energy: -70323.94940 eV

***

Computed, not measured: C5H7NO2 in the gas phase in a non-equilibrium geometry, with ωB97M-V/def2-TZVPD.

Last column: Löwdin charge in e.
Geometry (Å):
H: -0.8348 -2.6279 1.7339  0.065
C: -1.2447 -1.6299 1.7102  0.087
O: 1.1099 -0.7268 1.0703  0.060
O: -0.8949 0.6898 1.1259  0.084
H: 3.1550 -0.0765 -0.6431  0.060
H: -1.9355 0.9323 -1.1387  0.099
C: 1.2033 0.1629 0.0898  -0.422
N: -0.1435 0.5897 -0.1072  -0.116
H: 2.0980 1.1723 -1.5312  0.054
C: -0.8584 0.9536 -1.3118  -0.009
C: -0.5428 -0.6176 1.2180  -0.294
H: -0.5679 1.9572 -1.6296  0.087
H: -2.1454 -1.4268 2.2749  0.070
H: -0.5968 0.2360 -2.0918  0.098
C: 2.1984 0.4118 -0.7694  0.075

Computed properties:
charge: 0
gap between HOMO and LUMO: 9.22 eV
2S+1: 1
total energy: -10878.11393 eV

***

Computed, not measured: C3H3ClF2O in the gas phase in a non-equilibrium geometry, with ωB97M-V/def2-TZVPD.

Last column: Löwdin charge in e.
Geometry (Å):
H: -0.8211 0.5747 1.4589  0.108
H: -0.3236 0.4143 -1.5914  0.174
C: 0.2162 -0.8737 0.0587  -0.485
O: 1.0771 1.4608 -0.3022  0.031
F: 0.1126 -1.9562 -0.7459  0.110
Cl: -2.5581 -0.2036 0.0692  0.650
C: 0.1391 0.5145 -0.5619  -0.300
H: 1.7590 1.0323 0.2766  0.129
F: 1.2906 -1.0579 0.8386  0.112
C: -0.8918 0.0950 0.4994  -0.530

Computed properties:
SMILES: O[C@@H]1[C@@H](Cl)C1(F)F
charge: 0
gap between HOMO and LUMO: 11.04 eV
2S+1: 1
total energy: -23162.80243 eV